Entry 1:
{
  "formula": "C5H13N",
  "method": "ωB97M-V with the def2-TZVPD basis set",
  "species": ["N", "C", "C", "C", "C", "C", "H", "H", "H", "H", "H", "H", "H", "H", "H", "H", "H", "H", "H"],
  "coordinates": [[-3.138, -0.817, 0.860], [3.340, -0.517, 0.047], [2.659, 0.504, 0.669], [-3.360, 0.688, -1.149], [4.852, -0.809, 0.154], [-3.833, 0.459, 0.248], [-3.086, -1.472, 0.154], [5.002, -0.578, -0.857], [3.245, 0.943, 1.486], [4.804, -1.794, 0.670], [2.877, -1.115, -0.762], [-4.081, 1.492, -1.519], [-2.285, 0.783, -1.271], [5.248, 0.014, 0.706], [-2.127, -0.403, 0.891], [-3.614, 1.303, 0.788], [-3.614, -0.202, -1.738], [1.985, 1.156, 0.121], [-4.871, 0.366, 0.502]],
  "lowdin_charge": [-0.016, -0.248, -0.031, -0.133, -0.095, -0.317, -0.009, 0.055, 0.044, 0.093, 0.088, 0.098, 0.069, 0.052, 0.091, 0.061, 0.064, 0.043, 0.091],
  "homo_lumo_gap_ev": 10.09,
  "spin_multiplicity": 1,
  "smiles": "C=CC.CCN",
  "e_above_lowest_kj_mol": 331.47,
  "homo_energy_ev": -9.230,
  "e_lumo_ev": 0.8579,
  "charge": 0,
  "e_tot_ha": -252.93683,
  "fmax_ev_per_a": 5.79
}

=====

Entry 2:
{
  "formula": "C5H13N",
  "method": "ωB97M-V with the def2-TZVPD basis set",
  "species": ["N", "C", "C", "C", "C", "C", "H", "H", "H", "H", "H", "H", "H", "H", "H", "H", "H", "H", "H"],
  "coordinates": [[0.036, -0.961, -1.242], [0.302, -0.514, 0.099], [-1.607, 1.086, 0.483], [0.589, -2.233, -1.609], [0.673, 1.566, 1.489], [-0.091, 0.934, 0.327], [1.352, -0.697, 0.384], [-2.095, 0.849, -0.460], [0.179, 1.514, -0.572], [0.334, -2.962, -0.842], [-2.019, 0.385, 1.209], [1.745, 1.393, 1.387], [0.006, -0.247, -1.948], [-1.860, 2.100, 0.785], [0.369, 1.154, 2.455], [0.506, 2.639, 1.532], [0.150, -2.602, -2.538], [1.686, -2.261, -1.753], [-0.254, -1.142, 0.815]],
  "lowdin_charge": [-0.136, -0.256, -0.080, -0.150, -0.085, -0.435, 0.113, 0.071, 0.131, 0.075, 0.078, 0.072, 0.104, 0.072, 0.082, 0.072, 0.073, 0.076, 0.123],
  "homo_lumo_gap_ev": 9.51,
  "spin_multiplicity": 1,
  "smiles": "CNCC(C)C",
  "e_above_lowest_kj_mol": 52.00,
  "homo_energy_ev": -8.295,
  "e_lumo_ev": 1.2140,
  "charge": 0,
  "e_tot_ha": -253.04328,
  "fmax_ev_per_a": 0.72
}